Record 1
A molecular structure, C24H48Cl8O12 at a distorted geometry, computed with the ωB97M-V functional and the def2-TZVPD basis.

```
92
Properties=species:S:1:pos:R:3:mulliken_charge:R:1
C 4.37363 2.89902 3.97509 0.110
Cl 5.05764 1.80139 5.19609 -0.170
Cl 5.72617 3.92571 3.50078 -0.190
H 3.95874 2.50461 3.04751 -0.017
H 3.61126 3.42941 4.54568 0.235
C -1.94837 1.40456 3.01969 0.787
Cl -2.27002 2.43193 4.40814 -0.176
Cl -2.86899 -0.01847 3.31253 -0.188
H -2.40000 1.84873 2.13265 0.335
H -0.90469 1.13802 2.85299 -0.825
C 2.39521 -4.25507 0.09853 1.130
Cl 3.87335 -3.86926 -0.85611 -0.160
Cl 2.04174 -6.03350 0.08520 -0.192
H 2.41729 -3.97790 1.15247 0.306
H 1.60508 -3.72328 -0.43157 -1.075
C -6.06982 -1.54412 -0.41663 -0.271
Cl -7.57882 -2.19550 -0.98264 -0.150
Cl -4.66779 -2.44283 -1.10379 -0.129
H -5.85983 -0.50435 -0.66743 0.261
H -6.05624 -1.60723 0.67146 0.282
C -1.27951 -2.96550 -0.00399 -1.025
C -0.76499 -2.07057 -1.12688 0.900
O -0.57466 -0.77469 -0.65650 -0.366
C 0.48810 -0.45210 0.02158 0.717
O 1.30986 -1.22097 0.37038 -0.498
O 0.41563 0.87172 0.32014 -0.150
C 1.38455 1.33371 1.20723 -1.202
H -0.55996 -3.16333 0.79050 0.137
H -1.29172 -3.94270 -0.48671 0.375
H -2.30165 -2.84854 0.35606 0.260
H -1.47519 -2.10597 -1.95300 0.421
H 0.16239 -2.52724 -1.47260 -0.826
H 2.00808 2.06322 0.69039 0.432
H 2.11012 0.70556 1.72404 0.459
H 0.87528 1.90187 1.98566 0.428
C 0.16451 -1.79805 3.70112 -0.245
C 0.75215 -1.86827 5.20056 -0.522
O 0.38279 -0.59687 5.80163 -0.345
C 1.01254 0.67863 5.45739 0.724
O 1.82012 0.84277 4.56401 -0.416
O 0.57958 1.72282 6.20761 -0.312
C -0.61699 1.54476 6.98485 -0.654
H 0.40520 -0.94770 3.06309 -0.204
H -0.92359 -1.82630 3.64325 0.299
H 0.50359 -2.65880 3.12472 0.243
H 1.81608 -2.07133 5.32263 0.330
H 0.19767 -2.68736 5.65854 0.307
H -1.32162 2.32842 6.70653 0.208
H -0.39859 1.55925 8.05264 0.307
H -1.08096 0.56778 6.84937 0.319
O -0.51773 -4.58345 -2.71986 -0.535
C 0.14891 -5.55836 -3.05967 0.864
O 1.47745 -5.51012 -3.40874 -0.324
C 2.06250 -4.24829 -3.57961 0.373
C 1.69502 -3.52706 -4.86556 -1.255
C -0.41708 -6.93989 -3.46766 -1.277
H 3.11924 -4.51432 -3.55421 0.418
H 1.80292 -3.52587 -2.80578 -0.345
H 1.67648 -4.20868 -5.71594 0.355
H 2.36068 -2.68719 -5.06458 0.377
H 0.66530 -3.19191 -4.74126 0.244
H 0.38536 -7.67003 -3.36232 0.368
H -0.57036 -6.96385 -4.54656 0.321
H -1.32387 -7.27887 -2.96674 0.349
O 0.97275 5.72055 1.42288 -0.577
C 1.50001 6.25776 0.43710 0.723
O 1.20293 5.99074 -0.87462 -0.353
C 0.31124 4.97536 -1.33800 0.534
C -1.22368 5.32117 -1.12063 -1.140
C 2.61437 7.21195 0.55538 -0.985
H 0.54430 4.13027 -0.69022 -0.198
H 0.54649 4.63736 -2.34721 0.144
H -1.96568 4.58042 -1.41865 0.305
H -1.46973 6.25133 -1.63284 0.347
H -1.38061 5.44416 -0.04902 0.319
H 2.94841 7.78408 -0.31017 0.321
H 3.36782 6.85293 1.25646 0.275
H 2.20483 8.05033 1.11885 0.301
O 0.17840 -0.22298 -4.73184 -0.636
C -0.15611 0.93106 -4.32275 0.795
O -1.39663 1.34787 -4.12463 -0.328
C -2.55339 0.53345 -4.00320 0.276
C -3.88485 1.26217 -3.94589 -1.320
C 0.89787 1.93939 -3.95565 -0.820
H -2.51428 -0.13926 -3.14644 -0.096
H -2.41893 -0.13653 -4.85241 0.383
H -4.04960 1.89735 -4.81623 0.352
H -3.96001 1.86294 -3.03951 0.281
H -4.67580 0.51240 -3.96471 0.388
H 0.47489 2.92420 -3.75731 0.110
H 1.45070 2.15044 -4.87104 0.346
H 1.63483 1.53053 -3.26440 0.312
```

Properties
multiplicity: 1
LUMO: 0.23 eV
energy relative to the best compared isomer or geometry (same formula, charge and spin): 3.295 eV
HOMO: -10.32 eV

Record 2
C9H12N3O5P in the gas phase at a distorted geometry, computed with the ωB97M-V functional and the def2-TZVPD basis.

```
30
Properties=species:S:1:pos:R:3:mulliken_charge:R:1
N -3.35217 -2.82342 0.85206 -0.643
C -2.88192 -1.48776 0.46939 -0.688
C -1.43054 -1.56902 -0.01873 0.246
O -0.56794 -1.66113 1.10884 -0.475
C -1.12840 -0.30073 -0.79255 -1.296
P 0.62621 -0.00031 -1.12726 1.234
O 1.46736 -1.34511 -0.70991 -0.269
N 2.37730 -1.16152 0.42836 0.291
O 2.48469 -2.14048 1.01467 -0.313
C 0.96775 0.29956 -2.96931 0.467
O 0.22828 1.16854 -3.40976 -0.624
O 1.87256 -0.39053 -3.41904 -0.599
C 1.26466 1.36118 -0.14733 0.187
C 0.73968 1.69857 1.09170 -0.116
C 1.33148 2.74632 1.77630 -0.476
N 2.36089 3.45883 1.32289 -0.577
C 2.83914 3.10939 0.12998 -0.402
C 2.33646 2.08113 -0.65095 -0.439
H -4.33498 -2.78797 1.08657 0.231
H -2.89663 -3.12155 1.70625 0.199
H -3.52397 -1.09802 -0.31320 0.460
H -2.87616 -0.84189 1.34947 0.286
H -1.38391 -2.46732 -0.63094 0.369
H -0.67355 -2.54087 1.47814 0.325
H -1.56155 0.54915 -0.26967 0.493
H -1.61325 -0.36536 -1.76137 0.542
H -0.07897 1.12805 1.49734 0.410
H 0.94625 3.00383 2.75271 0.368
H 3.68583 3.66693 -0.24270 0.374
H 2.77543 1.83153 -1.60190 0.435
```

Properties
multiplicity: 1
LUMO: -0.73 eV
HOMO: -9.14 eV

Record 3
C3H7NO2 in the gas phase, computed with the ωB97M-V functional and the def2-TZVPD basis.

```
13
Properties=species:S:1:pos:R:3:mulliken_charge:R:1
N -0.98990 -1.07979 -0.91690 -0.334
C -0.94661 0.27978 -1.01696 0.381
O -1.53941 0.90154 -1.88066 -0.632
C -0.10656 0.97635 0.04355 -0.425
C 1.10441 0.20456 0.55331 -0.440
O 0.60409 -0.77766 1.46346 -0.545
H -0.65798 -1.53146 -0.07520 0.217
H -1.65566 -1.55813 -1.50504 0.226
H -0.75820 1.15190 0.91217 0.246
H 0.16176 1.95900 -0.35054 0.319
H 1.65990 -0.27810 -0.26691 0.320
H 1.79222 0.89539 1.05923 0.371
H 1.33195 -1.14337 1.98049 0.295
```

Properties
multiplicity: 1
LUMO: 0.65 eV
energy relative to the best compared isomer or geometry (same formula, charge and spin): 0.523 eV
structure (SMILES): NC(=O)CCO
HOMO: -9.62 eV

Record 4
A molecular structure, C8H13N4O5W at a distorted geometry, computed with the ωB97M-V functional and the def2-TZVPD basis.

```
31
Properties=species:S:1:pos:R:3:mulliken_charge:R:1
W 0.23605 0.03535 -0.73338 1.736
N -1.80625 0.49386 -1.63079 -0.712
C -2.12562 1.95065 -1.65478 -0.454
C -0.83182 2.70335 -1.81965 0.373
O -0.70140 3.82089 -2.18947 -0.422
N 0.32294 1.91703 -1.40647 0.077
C 1.52220 2.74689 -1.52413 -0.157
C 2.79409 2.18869 -1.00480 0.275
O 3.87863 2.13499 -0.77755 0.027
O 1.84764 0.28106 -0.38277 -0.629
H -1.77176 0.16505 -2.60197 0.401
H -2.57556 -0.03793 -1.21786 0.342
H -2.57826 2.24444 -0.70576 0.280
H -2.81544 2.20718 -2.45756 0.460
H 1.42128 3.70993 -1.00170 0.505
H 1.76527 2.97259 -2.57409 0.453
C -0.40237 -1.90476 3.18963 -1.437
C -0.22989 -1.47394 1.79068 0.531
N -0.33444 -0.26886 1.31376 -0.272
O -0.63228 0.83303 2.02737 -0.293
C 0.19137 -2.39126 0.65968 0.574
C 1.06154 -3.55219 0.77163 -1.180
N -0.32642 -1.88629 -0.43634 0.122
O 0.35022 -1.73162 -1.63071 -0.495
H -0.93516 -1.18505 3.81064 0.522
H 0.57914 -2.09194 3.64314 0.410
H -0.95311 -2.84895 3.21630 0.363
H -0.69242 0.63002 2.98229 0.395
H 1.61446 -3.58218 1.70839 0.395
H 1.71523 -3.63383 -0.10209 0.413
H 0.41213 -4.44620 0.73836 0.399
```

Properties
multiplicity: 1
LUMO: -13.39 eV
energy relative to the best compared isomer or geometry (same formula, charge and spin): 0.710 eV
total charge: +3
HOMO: -21.21 eV

Record 5
C3H8ClN in the gas phase at a distorted geometry, computed with the ωB97M-V functional and the def2-TZVPD basis.

```
13
Properties=species:S:1:pos:R:3:mulliken_charge:R:1
C -0.56969 0.21045 1.85642 -0.938
C 0.69366 0.50522 -1.76502 -0.756
C 0.17128 -0.66432 0.41454 -0.083
N -0.20969 -0.00005 -0.77561 -0.221
Cl -0.59230 -2.36017 0.49813 -0.251
H -0.39275 1.30898 1.67796 0.270
H -0.12773 -0.10466 2.83582 0.306
H -1.56936 -0.07183 1.89596 0.354
H 0.41037 0.15783 -2.84498 0.206
H 0.46521 1.56042 -1.71004 0.274
H 1.62727 0.11912 -1.57894 0.300
H 1.34602 -0.81512 0.49304 0.292
H -1.25228 0.15415 -0.99728 0.245
```

Properties
multiplicity: 1
LUMO: 1.04 eV
energy relative to the best compared isomer or geometry (same formula, charge and spin): 1.494 eV
structure (SMILES): CN[C@@H](C)Cl
HOMO: -8.48 eV

Record 6
A molecular structure, C29H22ClMoN2O4S, computed with the ωB97M-V functional and the def2-TZVPD basis.

```
60
Properties=species:S:1:pos:R:3:mulliken_charge:R:1
Mo 0.69019 0.53239 0.65615 0.291
Cl 0.73119 7.89256 0.56462 -0.187
C 0.81248 6.19059 0.83672 0.082
C 1.29583 5.70798 2.05722 -0.524
C 1.36637 4.35396 2.30085 -0.769
C 0.95774 3.45188 1.32164 0.433
O 1.03140 2.14005 1.54663 -0.491
C 0.47255 3.93032 0.08828 0.770
C 0.03495 3.03740 -0.93860 -0.039
O 0.04151 1.79790 -0.87169 -0.440
C 0.40431 5.31613 -0.13708 -0.960
H 1.61307 6.41254 2.81387 0.446
H 1.73368 3.97726 3.24526 0.458
H -0.33798 3.48138 -1.86601 0.382
H 0.02734 5.68953 -1.08065 0.448
C -6.33610 -0.94678 -3.34542 -1.413
C -5.24676 -0.88281 -2.31475 0.933
C -5.41387 -1.45020 -1.05505 -0.828
C -4.41080 -1.38320 -0.10032 -0.396
C -3.23092 -0.73215 -0.41976 0.012
C -3.03341 -0.15610 -1.66972 -0.373
C -4.04136 -0.23907 -2.60900 -0.910
S -1.97086 -0.60001 0.78748 1.711
O -2.22878 -1.51779 1.85218 -0.681
O -1.73695 0.80529 1.11430 -0.709
N -0.53933 -0.96406 0.03682 0.017
C -0.03410 -2.27528 0.24624 -0.207
C -0.42210 -3.40505 -0.41590 -0.538
C 0.12866 -4.65134 -0.04674 -0.897
C 1.03694 -4.75451 0.97075 -0.862
C 1.45984 -3.59807 1.66688 0.687
C 2.37525 -3.59284 2.74093 -0.664
C 2.70550 -2.40782 3.34167 -0.951
C 2.15661 -1.21204 2.86128 -0.356
N 1.29811 -1.17820 1.86023 0.067
C 0.92630 -2.35940 1.27741 0.811
H -7.13746 -1.61534 -3.03760 0.366
H -5.94597 -1.29298 -4.30265 0.357
H -6.76501 0.04380 -3.50629 0.321
H -6.34056 -1.95594 -0.81634 0.347
H -4.53339 -1.83189 0.87594 0.526
H -2.09856 0.34127 -1.89831 0.355
H -3.89666 0.19882 -3.58889 0.410
H -1.16089 -3.34307 -1.20438 0.572
H -0.18844 -5.53917 -0.57630 0.429
H 1.44106 -5.71662 1.25679 0.433
H 2.80292 -4.52653 3.08342 0.449
H 3.39522 -2.37216 4.17208 0.438
H 2.43480 -0.26076 3.29779 0.651
C 4.98597 -0.05912 -1.54046 -0.390
C 4.96375 0.40715 -0.23075 -0.750
C 3.75317 0.60873 0.41155 0.063
C 2.53995 0.37937 -0.24912 1.297
C 2.58423 -0.05876 -1.57666 -0.419
C 3.79648 -0.29767 -2.21194 -0.767
H 5.93191 -0.22699 -2.03814 0.400
H 5.89268 0.60809 0.28739 0.411
H 3.75633 0.96981 1.43594 0.318
H 1.66054 -0.21841 -2.12534 0.419
H 3.81142 -0.65207 -3.23444 0.410
```

Properties
multiplicity: 1
LUMO (alpha / beta): -3.95 / -3.88 eV
energy relative to the best compared isomer or geometry (same formula, charge and spin): 0.000 eV
total charge: +1
HOMO (alpha / beta): -10.79 / -11.00 eV